C12H36K3O16P | the ωB97M-V functional and the def2-TZVPD basis

Output
E_LUMO: -0.9369 eV
ΔE to the lowest compared entry with this formula, charge and spin: 387.23 kcal/mol
DFT total energy: -3823.48328 Ha

Geometry as ORCA input:
```
! wB97M-V def2-TZVPD RIJCOSX def2/J DEFGRID3
* xyz 0 1
K -1.564 -3.404 -3.808
K 1.470 -1.835 5.679
K -0.455 5.125 -0.802
P -0.148 -0.050 0.459
O -1.548 0.451 0.732
O 0.256 0.275 -0.965
O -0.123 -1.559 0.804
O 0.716 0.816 1.434
C -6.784 1.672 -1.802
C -6.424 0.305 -2.521
O -5.820 -0.589 -1.608
O -5.585 2.415 -1.681
H -7.132 1.461 -0.791
H -7.525 2.212 -2.393
H -5.814 0.512 -3.401
H -7.329 -0.068 -3.000
H -5.154 -0.135 -1.087
H -5.052 1.869 -1.098
C -4.052 -6.341 1.888
C -2.935 -7.372 1.824
O -1.910 -6.901 0.935
O -3.688 -5.075 2.460
H -4.890 -6.663 2.505
H -4.499 -6.226 0.900
H -3.248 -8.370 1.520
H -2.489 -7.478 2.813
H -1.746 -5.980 1.149
H -2.923 -4.696 2.020
C 0.790 2.740 -6.763
C 2.375 2.567 -6.627
O 2.842 2.668 -5.275
O 0.023 1.638 -6.116
H 0.412 2.788 -7.784
H 0.484 3.676 -6.297
H 2.982 3.255 -7.216
H 2.735 1.616 -7.019
H 2.207 2.250 -4.689
H 0.402 1.537 -5.239
C 4.859 -4.320 -1.390
C 5.176 -3.032 -2.247
O 4.124 -2.801 -3.124
O 4.330 -3.868 -0.129
H 5.768 -4.836 -1.081
H 4.139 -4.978 -1.876
H 6.016 -3.168 -2.928
H 5.379 -2.113 -1.696
H 3.484 -2.206 -2.727
H 3.461 -3.482 -0.262
C 6.154 3.674 1.542
C 6.446 3.207 2.973
O 5.660 2.046 3.205
O 4.772 4.110 1.525
H 6.180 2.811 0.877
H 6.916 4.360 1.173
H 6.217 3.942 3.744
H 7.482 2.884 3.075
H 4.826 2.077 2.729
H 4.173 3.375 1.673
C -3.222 3.071 5.922
C -1.964 3.961 5.993
O -1.459 4.195 4.673
O -2.884 1.813 5.420
H -3.860 3.568 5.191
H -3.811 3.028 6.838
H -1.092 3.487 6.443
H -2.203 4.880 6.529
H -1.163 3.351 4.324
H -2.764 1.859 4.469
*
```

---

C12H36N12O24 | the ωB97M-V functional and the def2-TZVPD basis

Output
structure (SMILES): C[N+](=O)[O-].C[N+](=O)[O-].C[N+](=O)[O-].C[N+](=O)[O-].C[N+](=O)[O-].C[N+](=O)[O-].C[N+](=O)[O-].C[N+](=O)[O-].C[N+](=O)[O-].C[N+](=O)[O-].C[N+](=O)[O-].C[N+](=O)[O-]
E_LUMO: -0.3380 eV
ΔE to the lowest compared entry with this formula, charge and spin: 75.51 kcal/mol
DFT total energy: -2940.41774 Ha

Geometry as ORCA input:
```
! wB97M-V def2-TZVPD RIJCOSX def2/J DEFGRID3
* xyz 0 1
C 6.656 -14.687 -25.657
N 6.187 -13.288 -25.553
O 5.295 -12.970 -26.323
O 6.837 -12.455 -24.890
H 7.727 -14.645 -25.855
H 6.108 -15.226 -26.431
H 6.439 -15.195 -24.717
C 0.971 -9.722 -22.702
N 1.061 -11.206 -22.682
O 1.541 -11.766 -23.692
O 0.493 -11.818 -21.768
H 1.958 -9.329 -22.455
H 0.259 -9.465 -21.918
H 0.732 -9.303 -23.679
C 8.027 -8.765 -21.143
N 7.539 -7.725 -22.084
O 6.335 -7.460 -22.025
O 8.311 -7.174 -22.854
H 9.034 -9.064 -21.430
H 7.286 -9.563 -21.092
H 8.102 -8.214 -20.205
C 2.136 -13.661 -12.617
N 1.746 -12.867 -11.381
O 2.592 -12.501 -10.617
O 0.586 -12.632 -11.149
H 1.218 -13.950 -13.129
H 2.627 -14.589 -12.326
H 2.651 -13.041 -13.351
C 3.196 -21.135 -25.907
N 4.169 -20.435 -25.021
O 5.129 -21.078 -24.609
O 3.870 -19.279 -24.750
H 2.247 -20.599 -25.937
H 3.054 -22.140 -25.510
H 3.584 -21.189 -26.924
C -0.622 -16.695 -22.859
N -0.887 -18.143 -22.641
O -0.882 -18.885 -23.646
O -1.173 -18.474 -21.513
H -1.603 -16.225 -22.925
H -0.113 -16.663 -23.823
H -0.033 -16.283 -22.040
C 6.521 -10.752 -15.588
N 5.410 -9.732 -16.036
O 5.804 -8.775 -16.726
O 4.215 -9.962 -15.817
H 6.219 -11.035 -14.579
H 7.477 -10.230 -15.599
H 6.549 -11.636 -16.226
C -1.116 -11.591 -16.950
N -2.086 -11.038 -15.892
O -2.290 -11.797 -14.934
O -2.523 -9.887 -15.948
H -0.957 -10.772 -17.651
H -1.702 -12.425 -17.336
H -0.321 -11.860 -16.254
C -0.726 -17.350 -16.800
N -2.124 -17.266 -16.376
O -2.901 -17.709 -17.184
O -2.391 -16.701 -15.285
H -0.634 -16.539 -17.522
H -0.500 -18.323 -17.237
H -0.087 -17.235 -15.925
C 9.664 -20.068 -22.172
N 8.992 -18.840 -22.591
O 7.839 -18.585 -22.133
O 9.599 -18.155 -23.374
H 9.538 -20.840 -22.931
H 9.217 -20.371 -21.226
H 10.692 -19.792 -21.934
C 4.255 -22.229 -18.189
N 3.754 -20.915 -18.679
O 3.311 -20.891 -19.810
O 3.879 -19.955 -17.935
H 4.923 -22.539 -18.993
H 3.363 -22.855 -18.196
H 4.692 -22.089 -17.201
C 4.166 -15.474 -20.083
N 3.997 -14.164 -19.439
O 3.813 -14.090 -18.210
O 4.236 -13.226 -20.173
H 5.104 -15.904 -19.731
H 4.258 -15.381 -21.165
H 3.360 -16.156 -19.812
*
```

---

C12H36N6O6 | the ωB97M-V functional and the def2-TZVPD basis

Output
structure (SMILES): NC(N)=O.NC(N)=O.NC(N)=O.CC(C)O.CC(C)O.CC(C)O
E_LUMO: 0.1485 eV
ΔE to the lowest compared entry with this formula, charge and spin: 191.64 kcal/mol
DFT total energy: -1258.60958 Ha

Geometry as ORCA input:
```
! wB97M-V def2-TZVPD RIJCOSX def2/J DEFGRID3
* xyz 0 1
N -1.070 -1.631 -2.927
C -1.958 -1.692 -1.986
N -1.526 -1.871 -0.754
O -3.263 -1.481 -2.276
H -1.460 -1.803 -3.845
H -0.154 -2.121 -2.839
H -2.070 -1.895 0.130
H -0.589 -2.040 -0.568
N -0.034 1.073 -2.182
C -0.298 1.527 -0.993
N -0.693 0.554 -0.229
O -0.301 2.795 -0.560
H 0.146 1.733 -2.963
H -0.232 0.089 -2.415
H -1.040 0.932 0.701
H -1.031 -0.394 -0.505
N 2.887 -1.792 1.132
C 1.857 -1.173 0.691
N 1.669 0.068 0.931
O 1.007 -1.952 -0.064
H 3.104 -2.733 0.945
H 3.579 -1.365 1.764
H 0.865 0.427 0.446
H 2.476 0.609 1.066
C -1.624 -1.369 2.293
C -3.097 -1.332 1.898
C -3.444 -0.131 0.976
O -3.518 -2.299 1.291
H -1.681 -1.924 3.211
H -1.124 -0.447 2.464
H -0.903 -1.971 1.678
H -3.667 -1.222 2.843
H -3.199 -0.274 -0.100
H -3.005 0.791 1.325
H -4.499 0.056 0.882
H -3.967 -2.826 1.932
C -0.923 2.383 2.865
C 0.315 2.761 3.644
C 0.880 4.064 3.116
O 0.144 2.793 4.843
H -1.452 1.654 3.462
H -0.639 1.977 1.862
H -1.540 3.195 2.644
H 1.033 1.978 3.434
H 0.274 4.931 3.478
H 0.653 4.085 2.097
H 1.955 4.080 3.304
H 1.025 2.723 5.207
C 3.496 0.046 -3.036
C 2.529 -1.071 -3.298
C 1.595 -0.889 -4.533
O 2.954 -2.223 -3.340
H 4.009 -0.177 -2.123
H 3.166 1.012 -2.986
H 4.178 0.063 -3.902
H 1.803 -1.126 -2.497
H 2.200 -0.702 -5.457
H 1.103 0.031 -4.409
H 0.824 -1.644 -4.710
H 2.273 -2.860 -3.058
*
```